(1)
108
Properties=species:S:1:pos:R:3:forces:R:3 method="wB97M-V/def2-TZVPD" energy_ha=-3519.4987 e_lumo_ha="-0.0056 / -0.0798" spin_multiplicity=5 orbital_gap_ev="5.57 / 5.67" s2=6.05
Ir 0.2932 1.8601 0.4304 -2.148 0.018 0.074
C 0.7985 4.6790 0.6631 0.177 0.181 -0.018
N 1.3749 3.4285 1.1630 2.573 0.734 0.837
C 1.5164 3.4538 2.6662 -0.284 0.170 -1.120
C 2.7759 3.2724 0.5843 1.352 0.492 0.552
C 2.8993 2.3004 -0.5814 -0.614 0.102 -0.183
N 2.0907 1.0792 -0.2948 4.199 -2.052 0.040
C 2.8311 0.2464 0.8807 -0.475 1.345 -1.882
C 2.2527 -1.0976 1.1782 0.080 -0.956 0.091
C 2.6858 -2.2128 0.4887 1.107 0.625 -0.121
C 2.4963 -3.5228 0.9867 1.158 -0.129 -1.486
C 1.5714 -3.6630 1.9846 -1.013 -1.409 0.819
C 0.9702 -2.6331 2.6508 -0.611 0.754 2.129
C 1.3822 -1.2870 2.3580 -0.138 2.436 -0.776
O 1.0089 -0.2303 2.9712 0.457 -1.549 -0.809
C 0.0764 -2.8844 3.9017 -0.594 -1.346 -0.136
C -0.1016 -1.7610 4.8851 -0.015 1.538 0.622
C 0.6715 -4.0131 4.7822 0.485 -0.865 0.447
C -1.3665 -3.3283 3.4732 0.625 0.813 -1.484
C 3.3758 -4.7302 0.4978 -1.411 0.126 -1.450
C 4.8660 -4.3639 0.3179 -0.623 -0.037 0.045
C 3.2510 -5.8849 1.4716 0.914 -0.839 0.726
C 2.8478 -5.2765 -0.8955 -0.739 0.545 -1.063
C 2.0231 0.2984 -1.5517 0.205 -1.049 -0.084
C 0.7902 0.5534 -2.3386 -1.726 1.796 -1.602
C 0.7733 1.1225 -3.6429 1.090 0.598 -0.045
C -0.3513 1.5872 -4.3015 -1.447 -1.073 0.841
C -1.5918 1.0666 -3.7599 1.092 1.282 -1.221
C -1.6414 0.4106 -2.5401 -1.137 0.777 -0.245
C -0.4949 0.4365 -1.7522 1.466 -0.590 0.930
O -0.5872 0.3273 -0.4131 -0.191 -1.528 -0.671
C -2.9847 -0.1196 -2.0260 -0.449 0.239 -0.206
C -2.8501 -1.2823 -1.0028 -1.293 -0.224 -0.257
C -3.7643 -0.5566 -3.3085 -1.614 0.695 0.827
C -3.8302 1.0146 -1.3404 -0.752 -0.881 -0.269
C -0.3345 2.4868 -5.5643 0.709 -0.189 0.176
C 1.1328 2.8167 -6.0192 -0.406 -0.357 -0.003
C -1.0112 3.8497 -5.2467 -1.661 -0.365 0.396
C -1.0690 1.7002 -6.6785 -0.347 1.023 -0.216
H 1.4987 5.5085 0.8686 -0.244 -0.150 -0.415
H -0.1116 4.8796 1.1964 -0.478 0.050 0.176
H 0.5552 4.5131 -0.3919 0.213 0.583 0.083
H 2.0886 4.3547 2.9182 -0.088 -0.165 0.315
H 2.0645 2.5438 2.8940 -0.132 0.087 0.539
H 0.5009 3.4434 3.0771 0.541 0.070 0.160
H 3.5159 2.9736 1.3953 -1.246 0.128 -0.772
H 3.2079 4.2324 0.2295 -0.627 -0.187 0.292
H 3.9722 2.0957 -0.7126 -0.135 -0.272 0.014
H 2.5607 2.7351 -1.5625 -0.044 -0.360 0.987
H 2.7275 0.9185 1.7297 0.109 -0.345 0.134
H 3.8970 0.1832 0.5767 -0.516 -0.122 0.160
H 3.3461 -2.0386 -0.3798 -0.230 -0.307 0.571
H 1.2984 -4.6722 2.2940 0.161 0.298 0.040
H 0.8542 -1.3085 5.2161 -0.427 -0.181 -0.287
H -0.5342 -2.2204 5.7884 -0.148 0.402 -0.329
H -0.7603 -0.9479 4.5114 0.448 -0.555 0.323
H 1.7127 -3.7552 5.1280 -0.945 -0.307 -0.361
H 0.6695 -5.0252 4.3299 0.266 0.577 -0.148
H 0.0425 -4.1711 5.6920 0.436 0.412 -0.643
H -1.8464 -2.5449 2.8223 0.492 -0.718 0.653
H -2.0105 -3.4740 4.3304 0.013 -0.120 0.279
H -1.2853 -4.2502 2.8852 -0.227 0.027 0.136
H 5.2320 -3.8132 1.1865 0.117 -0.054 -0.027
H 5.0056 -3.7454 -0.5886 0.132 -0.433 0.429
H 5.3848 -5.3364 0.2546 0.148 0.677 -0.254
H 3.5255 -5.5352 2.4834 -0.229 -0.291 -0.240
H 3.9985 -6.6726 1.2040 -0.577 0.550 0.127
H 2.2741 -6.3949 1.5076 0.282 0.457 -0.086
H 2.8194 -4.4973 -1.7428 0.431 -0.890 1.341
H 1.7658 -5.5909 -0.8412 1.096 0.095 0.249
H 3.4544 -6.1571 -1.2696 -0.577 0.999 0.584
H 1.9712 -0.7838 -1.3611 0.301 0.420 0.478
H 2.9571 0.4902 -2.1039 -0.382 -0.158 -0.234
H 1.7016 1.3154 -4.1819 0.219 -0.154 0.548
H -2.5035 1.2872 -4.3523 0.653 -0.385 0.683
H -2.2460 -2.1152 -1.4065 -0.030 0.393 0.261
H -3.9006 -1.7114 -0.8218 1.435 0.665 -0.125
H -2.4441 -0.8864 -0.0564 -0.193 -0.533 -0.474
H -3.1858 -1.0557 -4.0770 0.189 -0.478 0.210
H -4.1711 0.3581 -3.8145 0.153 -0.758 0.471
H -4.6611 -1.1488 -2.9732 0.887 0.343 -0.546
H -3.4350 1.3107 -0.3632 -0.071 -0.158 -0.418
H -4.8906 0.6499 -1.2075 1.052 0.220 0.030
H -3.9055 1.8815 -1.9982 0.183 0.123 0.021
H 1.6998 3.1929 -5.1568 -0.080 0.057 -0.292
H 1.1262 3.5919 -6.8059 -0.094 -0.298 0.353
H 1.6799 1.9432 -6.4280 -0.384 0.309 0.248
H -0.4979 4.4588 -4.4858 0.149 -0.439 -0.238
H -2.0525 3.6574 -4.8172 1.221 0.283 -0.609
H -1.1398 4.4886 -6.1427 0.140 -0.467 0.289
H -0.6017 0.7267 -6.7912 -0.209 -0.222 0.069
H -0.9685 2.2182 -7.6390 0.067 0.047 0.051
H -2.1666 1.6294 -6.5078 0.786 -0.214 0.105
F -3.5632 0.4375 5.2704 -0.418 -0.288 -0.289
C -4.6669 0.1681 4.5442 0.421 -0.010 0.534
F -5.6576 0.9146 5.0435 0.324 0.011 -0.804
F -5.0240 -1.1213 4.7437 0.442 0.717 -0.401
S -4.1908 0.3846 2.7058 0.819 0.773 -0.171
O -3.1014 -0.5565 2.5610 -0.861 0.399 0.000
O -5.4312 0.2189 1.9954 0.879 0.231 0.422
N -3.6177 1.9054 2.6150 -1.291 -0.513 0.796
S -2.3990 2.6939 2.1312 -1.850 -0.294 -1.007
O -1.5076 3.1523 3.1601 0.179 0.003 -0.341
O -1.8556 2.0729 0.9121 -1.029 1.211 1.206
C -3.2060 4.3999 1.5296 -1.470 -1.243 -1.051
F -4.3857 4.2536 0.8490 1.112 -0.642 0.421
F -2.4448 5.1530 0.7077 0.371 -0.530 0.753
F -3.5151 5.0511 2.6158 0.371 0.772 0.809

=====

(2)
99
Properties=species:S:1:pos:R:3:forces:R:3 method="wB97M-V/def2-TZVPD" energy_ha=-2511.9388 e_above_lowest_ev=1.210 e_lumo_ha=-0.0122 spin_multiplicity=1 orbital_gap_ev=7.46
Pd 0.4377 0.2855 -0.9644 -0.322 -0.626 -0.039
O 0.3734 -0.1868 1.1945 0.007 0.258 0.243
P -0.3125 -1.1160 2.1497 -0.039 -0.173 -0.171
C -0.0568 -2.8351 1.6751 -0.013 0.013 0.122
C 0.6196 -3.0846 0.4882 0.042 -0.016 -0.040
C 0.8540 -4.3893 0.0785 0.023 -0.002 -0.024
C 0.4039 -5.4479 0.8502 0.003 -0.015 0.001
C -0.2640 -5.2063 2.0459 0.025 -0.003 -0.020
C -0.4833 -3.9046 2.4629 -0.035 0.003 0.040
C -2.0869 -0.7766 2.2516 -0.001 0.002 -0.015
C -2.9452 -1.5232 3.0564 -0.016 -0.070 -0.021
C -4.2998 -1.2358 3.0887 0.005 0.003 0.013
C -4.8076 -0.1868 2.3331 -0.025 -0.001 0.001
C -3.9556 0.5828 1.5574 0.030 0.017 -0.013
C -2.5987 0.2885 1.5183 0.050 0.057 0.010
C 0.3013 -0.9527 3.8294 0.068 0.020 0.028
C 1.4410 -1.6548 4.2172 0.028 -0.035 -0.002
C 1.9865 -1.4536 5.4747 -0.004 0.014 0.017
C 1.3990 -0.5493 6.3490 0.008 -0.011 -0.003
C 0.2680 0.1581 5.9662 0.029 -0.010 0.021
C -0.2786 -0.0415 4.7087 -0.058 0.047 -0.002
H 0.9771 -2.2644 -0.1173 0.007 0.059 -0.017
H 1.3951 -4.5662 -0.8424 -0.002 -0.009 0.000
H 0.5845 -6.4658 0.5291 -0.005 -0.002 0.005
H -0.5976 -6.0332 2.6590 -0.005 0.002 0.003
H -0.9674 -3.7298 3.4160 0.008 -0.003 -0.009
H -2.5631 -2.3304 3.6675 -0.004 -0.002 -0.016
H -4.9602 -1.8264 3.7098 0.000 -0.004 0.001
H -5.8663 0.0360 2.3609 0.001 0.002 -0.001
H -4.3415 1.4178 0.9861 -0.004 -0.004 -0.001
H -1.9219 0.8946 0.9288 -0.006 -0.013 -0.039
H 1.9026 -2.3609 3.5373 -0.013 0.008 -0.014
H 2.8716 -2.0008 5.7704 0.000 -0.004 0.009
H 1.8245 -0.3965 7.3323 0.002 0.007 0.001
H -0.1866 0.8658 6.6465 -0.007 0.003 0.002
H -1.1608 0.5141 4.4128 0.010 -0.010 -0.008
N 1.1699 -1.2326 -2.5104 -0.153 0.317 0.237
C 2.2405 -1.7163 -2.5445 0.029 -0.190 -0.321
N 3.3592 -2.3407 -2.5921 -0.166 0.123 0.189
C 4.3613 -1.7693 -3.2457 0.197 -0.043 -0.115
N 5.2799 -1.3314 -3.7982 -0.020 0.004 0.052
C -4.1242 -2.5127 -1.0542 -0.029 -0.022 -0.014
C -2.9193 -2.8124 -1.9425 0.040 0.008 0.058
C -3.2649 -2.5770 -3.4137 -0.032 0.009 -0.035
C -2.4631 -4.2529 -1.7353 0.037 0.024 0.008
N -1.7919 -1.9805 -1.4833 0.034 -0.037 0.042
N -1.9531 -0.5815 -1.5699 0.091 0.446 -0.157
H -4.9177 -3.2401 -1.2328 -0.002 0.010 -0.012
H -4.5356 -1.5220 -1.2583 -0.005 0.018 0.008
H -3.8390 -2.5577 -0.0005 0.016 -0.018 0.002
H -4.1021 -3.2061 -3.7206 -0.004 -0.017 0.014
H -2.4135 -2.8100 -4.0562 0.021 0.006 0.015
H -3.5632 -1.5423 -3.5982 0.001 0.005 0.000
H -3.2456 -4.9570 -2.0209 -0.019 0.023 -0.009
H -2.2007 -4.4153 -0.6889 -0.008 -0.015 0.018
H -1.5802 -4.4666 -2.3429 0.013 -0.003 0.004
H -0.9400 -2.2039 -1.9921 -0.018 -0.006 -0.015
H -2.5771 -0.2619 -0.8449 -0.108 -0.117 0.128
H -2.3144 -0.2440 -2.4619 0.018 -0.210 -0.051
C 3.9926 3.3088 -1.6698 0.046 -0.001 0.070
C 3.1388 2.0308 -1.7686 0.096 0.188 -0.034
C 3.8478 0.9259 -0.9637 -0.056 -0.147 0.009
C 3.1402 1.6024 -3.2454 0.104 0.049 0.007
Si 1.3556 2.3081 -1.1217 0.206 -0.032 -0.062
C 0.1433 3.0630 -2.4225 0.055 0.059 -0.087
C 0.7107 4.3409 -3.0620 -0.002 0.029 0.012
C -1.2095 3.4106 -1.7879 -0.043 -0.003 0.037
C -0.1330 2.0610 -3.5621 -0.016 -0.082 -0.014
C 1.2973 3.2081 0.5790 0.012 0.149 0.000
C 1.5124 4.7183 0.3581 0.001 0.027 0.025
C 2.4021 2.7018 1.5172 0.015 -0.057 0.007
C -0.0234 3.0305 1.3423 -0.024 -0.008 -0.025
H 4.9852 3.0984 -2.0814 0.001 -0.010 -0.013
H 4.1354 3.6391 -0.6393 0.005 -0.014 -0.059
H 3.5770 4.1430 -2.2385 -0.044 -0.003 -0.018
H 4.7869 0.6722 -1.4639 0.020 0.006 -0.004
H 3.2568 0.0066 -0.9033 0.037 0.101 -0.014
H 4.0850 1.2317 0.0540 -0.031 0.021 0.008
H 4.1640 1.3430 -3.5304 -0.020 -0.018 -0.017
H 2.8120 2.4048 -3.9076 -0.016 0.006 0.017
H 2.5225 0.7269 -3.4312 -0.053 -0.030 -0.002
H 0.8914 5.1358 -2.3364 -0.012 -0.029 -0.008
H -0.0085 4.7233 -3.7958 -0.007 -0.002 0.001
H 1.6430 4.1515 -3.5936 0.009 0.004 0.003
H -1.1389 4.2289 -1.0715 0.020 0.004 -0.003
H -1.6611 2.5532 -1.2793 0.018 -0.025 -0.012
H -1.9007 3.7277 -2.5760 -0.006 0.015 -0.004
H 0.7093 1.9669 -4.2437 0.018 -0.011 0.025
H -0.9908 2.4173 -4.1433 0.017 0.024 -0.033
H -0.3715 1.0514 -3.2124 -0.019 0.055 0.029
H 2.4234 4.9478 -0.1973 -0.039 -0.021 0.013
H 1.5945 5.2065 1.3359 0.001 -0.003 0.002
H 0.6738 5.1826 -0.1619 -0.021 -0.013 -0.005
H 3.4026 2.9413 1.1585 -0.027 -0.020 0.004
H 2.3359 1.6238 1.6767 -0.008 -0.004 -0.010
H 2.2795 3.1911 2.4899 0.020 -0.003 0.015
H -0.8971 3.3858 0.7967 0.038 -0.037 -0.001
H 0.0358 3.6125 2.2690 -0.011 -0.002 0.022
H -0.1707 1.9868 1.6130 -0.006 0.019 0.017